No. 1
{"formula": "C36H49ClF6O2P4Ru", "method": "the ωB97M-V functional and the def2-TZVPD basis", "species": ["P", "C", "C", "H", "C", "H", "C", "H", "C", "H", "C", "H", "C", "C", "H", "C", "H", "C", "H", "C", "H", "C", "H", "C", "C", "H", "C", "H", "C", "H", "C", "H", "C", "H", "Ru", "C", "C", "H", "C", "O", "H", "C", "H", "C", "Cl", "P", "P", "C", "H", "H", "H", "C", "H", "H", "H", "C", "H", "H", "H", "C", "H", "H", "H", "C", "H", "H", "H", "C", "H", "H", "H", "P", "C", "C", "H", "H", "H", "H", "H", "H", "C", "H", "H", "H", "H", "C", "C", "O", "C", "F", "F", "F", "C", "F", "F", "F", "H", "H", "H"], "xyz": [[1.549212, 1.144662, -2.897954], [3.236859, 1.541655, -2.879081], [3.967800, 0.920678, -3.898135], [3.522465, 0.154984, -4.521025], [5.249003, 1.380259, -4.128902], [5.845065, 0.947982, -4.916004], [5.764238, 2.420567, -3.340011], [6.801919, 2.774832, -3.509443], [5.022614, 2.988198, -2.302404], [5.419274, 3.793138, -1.693444], [3.736116, 2.543367, -2.046106], [3.121749, 2.957683, -1.248962], [1.139146, -0.481286, -3.458253], [1.892150, -1.625165, -3.025949], [2.754024, -1.472119, -2.386578], [1.525085, -2.870230, -3.507740], [2.096409, -3.752246, -3.194296], [0.459581, -2.990616, -4.428089], [0.182145, -3.999292, -4.764230], [-0.253816, -1.852451, -4.846577], [-1.064973, -1.945050, -5.581235], [0.044718, -0.596695, -4.348488], [-0.466608, 0.292439, -4.704558], [0.436461, 2.419623, -3.439671], [0.910963, 3.061594, -4.589095], [1.856773, 2.772506, -5.008382], [0.122195, 4.021067, -5.193785], [0.443475, 4.494431, -6.108691], [-1.104177, 4.386445, -4.619489], [-1.726536, 5.174225, -5.098370], [-1.531904, 3.796828, -3.426832], [-2.467154, 4.086874, -2.954239], [-0.777777, 2.783801, -2.838262], [-1.106607, 2.296547, -1.926337], [0.311428, 0.213287, 1.538304], [-1.308633, -1.041913, 1.317778], [-1.815517, -1.360138, 0.123515], [-1.722143, -1.489198, 2.221166], [-1.126150, -0.724733, -1.043813], [-2.127067, -0.100218, -1.864091], [-1.743880, 0.386155, -2.617935], [-0.210805, 0.257247, -0.512281], [-0.556801, -1.463763, -1.614244], [0.797228, 0.972175, 0.001905], [2.214088, 1.563237, 2.285884], [-1.038084, 2.056441, 2.009977], [1.768878, -1.580476, 1.790199], [-0.391363, 3.031803, 3.394238], [0.530532, 3.588064, 3.083067], [-0.105741, 2.318408, 4.199172], [-1.132732, 3.762504, 3.794320], [-1.232925, 3.281606, 0.665099], [-1.980102, 2.921207, -0.054808], [-0.266495, 3.415288, 0.165035], [-1.584429, 4.241624, 1.077849], [-2.746606, 1.609138, 2.374256], [-2.715638, 0.793533, 3.111068], [-3.258138, 1.272746, 1.468949], [-3.325451, 2.450909, 2.796550], [2.601408, -1.497007, 3.364405], [2.147658, -2.176122, 4.090317], [2.529400, -0.474301, 3.764998], [3.653581, -1.767604, 3.205331], [0.981339, -3.192788, 1.680384], [0.372580, -3.268996, 0.758646], [0.311456, -3.311115, 2.556212], [1.730542, -3.994209, 1.691600], [3.017277, -1.503099, 0.462839], [3.236286, -0.455248, 0.212346], [2.652687, -2.012830, -0.436761], [3.928512, -2.003701, 0.807822], [-3.152869, -2.499295, -0.252929], [-3.603799, -3.384335, 1.203434], [-2.593035, -3.577637, -1.504382], [-3.867703, -2.718315, 2.032321], [-2.794061, -4.022421, 1.564855], [-4.458751, -4.022433, 0.994988], [-2.231865, -2.974222, -2.339458], [-3.429530, -4.220543, -1.815132], [-1.763820, -4.166787, -1.112120], [-4.512269, -1.523439, -0.811071], [-4.844582, -0.870226, 0.002298], [-5.326519, -2.161467, -1.171830], [-4.124136, -0.861387, -1.580083], [1.207425, 1.912158, -0.529926], [-2.163513, -1.317193, 5.173623], [-0.788626, -0.679822, 5.252864], [-0.317718, -0.322570, 4.081915], [-0.955885, 0.610097, 6.207334], [-1.367279, 0.321161, 7.469457], [0.180739, 1.340232, 6.299593], [-1.915787, 1.414693, 5.656162], [0.134418, -1.763281, 6.021802], [-0.411505, -2.187770, 7.191314], [0.251900, -2.867082, 5.217328], [1.382099, -1.316864, 6.289995], [-2.848017, -0.627454, 4.670437], [-2.572933, -1.565222, 6.176919], [-2.108423, -2.235681, 4.571653]], "forces_ev_per_angstrom": [[-1.072, -0.616, 1.058], [-0.336, -0.322, -0.448], [0.619, 0.512, 0.062], [0.068, 0.023, 0.032], [0.323, 0.343, 0.362], [0.118, -0.013, -0.082], [0.701, -0.044, -0.057], [-0.881, -0.251, 0.033], [-0.077, 0.076, 0.107], [0.165, -0.145, -0.111], [0.144, -0.064, -0.390], [0.201, 0.018, -0.154], [0.183, -0.338, -0.239], [-0.870, 1.121, -0.820], [-0.115, -0.121, -0.044], [-0.116, -0.132, -0.242], [-0.331, 0.327, -0.197], [0.026, 0.124, 0.513], [0.123, 0.629, -0.068], [-0.418, -0.766, -0.221], [0.404, -0.089, 0.360], [1.112, -0.346, 0.386], [-0.032, -0.134, 0.051], [0.363, 0.077, -0.182], [-0.711, 0.184, 0.078], [0.271, 0.037, -0.210], [-0.582, 0.315, 0.140], [0.059, 0.052, -0.056], [-0.134, 0.465, -0.150], [0.568, -0.723, 0.409], [0.039, -0.291, -0.087], [0.151, 0.063, -0.182], [0.338, 0.051, -0.319], [0.074, 0.093, -0.117], [-0.561, -1.009, 2.359], [0.022, -0.252, 0.826], [-0.590, -0.787, -0.037], [-0.334, -0.246, -0.029], [-0.457, 0.654, -0.570], [-0.204, -0.010, -0.610], [0.059, -0.449, 0.485], [2.710, 0.661, 1.128], [0.081, -0.143, -0.213], [-0.878, 2.970, -7.059], [0.056, -0.090, 0.161], [-0.202, 0.940, 0.405], [-0.552, 0.495, -0.330], [0.154, 0.511, 0.738], [-0.842, -0.633, 0.189], [-0.107, 0.727, -0.610], [0.404, -0.539, -0.318], [-0.084, 0.094, 0.067], [0.236, 0.052, 0.137], [-0.290, 0.165, 0.107], [0.169, -0.340, -0.146], [-0.594, 0.323, 0.726], [-0.202, 0.265, -0.264], [0.189, -0.099, 0.049], [0.259, -0.330, -0.125], [0.696, -0.108, 0.616], [0.172, -0.041, -0.289], [0.220, -0.419, -0.274], [-0.163, 0.075, 0.357], [-0.130, -0.787, 0.013], [0.356, 0.090, 0.434], [0.360, 0.037, -0.454], [-0.230, 0.002, 0.033], [0.281, -0.193, 0.048], [-0.022, -0.299, 0.247], [-0.041, 0.046, 0.337], [-0.028, 0.087, -0.204], [0.922, 1.807, 1.240], [-0.122, -0.555, 0.847], [-0.098, -0.720, -0.675], [-0.027, 0.079, -0.330], [0.059, 0.043, -0.200], [-0.157, -0.072, -0.023], [-0.126, -0.110, -0.094], [0.412, 0.043, -0.103], [-0.068, -0.141, -0.069], [-0.670, 0.080, -0.129], [-0.074, -0.283, 0.004], [0.018, 0.279, 0.037], [-0.147, -0.142, -0.233], [0.144, -1.539, 1.688], [-1.413, -0.646, -0.618], [0.775, 0.014, 3.994], [0.073, -0.113, -0.534], [-0.357, 0.770, 0.434], [0.510, -0.019, -1.424], [-0.858, -0.848, -0.212], [0.765, -0.619, 0.310], [0.267, -0.521, 0.199], [0.416, 0.581, -1.244], [-0.095, 0.858, 0.478], [-1.150, -0.165, -0.348], [0.094, -0.126, 0.199], [0.562, 0.295, -0.603], [0.055, 0.231, 0.268]], "mol_weight_g_mol": 888.2, "multiplicity": 5, "gap_ha": [0.2188, 0.1939], "total_energy_ev": -110768.459, "lumo_ev": [-4.794, -7.678], "charge": 2}

---

No. 2
{"formula": "C36H49N4O4PYb", "method": "the ωB97M-V functional and the def2-TZVPD basis", "species": ["C", "N", "C", "C", "C", "C", "Yb", "C", "O", "C", "N", "C", "C", "C", "P", "C", "C", "C", "C", "C", "C", "C", "C", "C", "C", "H", "H", "H", "H", "H", "H", "H", "H", "H", "H", "H", "H", "H", "H", "H", "H", "H", "H", "H", "H", "H", "H", "H", "H", "H", "H", "H", "H", "H", "H", "H", "H", "H", "H", "C", "H", "H", "H", "O", "H", "O", "C", "N", "C", "C", "O", "N", "C", "C", "C", "C", "C", "C", "C", "C", "C", "C", "C", "C", "H", "H", "H", "H", "H", "H", "H", "H", "H", "H", "H"], "xyz": [[1.767525, -1.531624, -2.505585], [1.440333, -1.953363, -1.260855], [1.791125, -3.200329, -0.918181], [2.955557, -3.802158, -1.418068], [3.637027, -3.099620, -2.417399], [3.013373, -1.985205, -2.994911], [-0.287095, -0.831945, -0.135797], [-1.709577, 1.254779, -0.853415], [-2.636577, 1.900180, -0.628443], [0.830778, -3.871462, 0.043160], [0.367209, -2.905693, 1.081915], [1.447172, -2.636704, 2.064236], [2.469674, -1.588374, 1.640701], [0.775301, -0.763159, -3.288959], [-0.133938, 0.819351, -3.031725], [-1.125553, 0.567383, -4.708436], [-0.554563, 1.489957, -5.773613], [0.984309, 2.311931, -2.883531], [-0.025633, 3.451000, -2.620661], [1.891448, 2.078005, -1.666828], [1.871017, 2.616328, -4.087690], [-1.077171, -0.861429, -5.295470], [-2.569599, 0.939244, -4.362156], [-0.798775, -3.463289, 1.804195], [-2.055808, -3.450267, 0.954255], [3.260030, -4.756244, -0.997872], [4.625071, -3.452939, -2.750064], [3.478298, -1.435063, -3.798638], [1.189255, -0.573923, -4.321094], [2.364270, 3.035998, -1.416426], [1.339878, 1.766294, -0.769927], [2.690350, 1.351660, -1.874034], [2.504682, 3.470040, -3.811244], [2.521165, 1.770641, -4.350352], [1.302508, 2.918891, -4.968129], [0.536069, 4.360116, -2.377917], [-0.651300, 3.640086, -3.506015], [-0.675626, 3.210513, -1.767695], [-1.121875, 1.346459, -6.704885], [-0.634527, 2.546306, -5.500064], [0.492517, 1.246229, -5.996680], [-0.089610, -1.124106, -5.702970], [-1.349976, -1.636200, -4.570542], [-1.790879, -0.918235, -6.134215], [-2.635200, 1.959521, -3.963261], [-3.172503, 0.902891, -5.282704], [-3.012623, 0.250867, -3.629335], [-0.053264, -4.179084, -0.548067], [1.309701, -4.760894, 0.499272], [0.968208, -2.278499, 2.994123], [1.985944, -3.588362, 2.266468], [-0.943600, -2.857923, 2.713254], [-0.543824, -4.499915, 2.092152], [-2.851029, -3.903662, 1.555743], [-2.377133, -2.423535, 0.715152], [-1.960705, -4.026684, 0.022066], [3.050139, -1.282025, 2.516309], [3.200440, -1.957471, 0.915021], [2.044241, -0.656250, 1.239724], [-2.362299, -1.968480, -2.299640], [-2.439729, -2.990073, -1.840667], [-2.574307, -1.962768, -3.419487], [-3.062208, -1.250103, -1.774218], [-1.052475, -1.532017, -1.917950], [-0.183284, -1.388084, -2.971180], [0.350083, 3.724185, 0.561891], [0.009409, 2.836024, 1.304889], [-0.295323, 2.979846, 2.650383], [-0.501824, 1.749765, 3.333910], [-0.604074, 0.825154, 2.110185], [-0.976283, -0.391587, 2.138510], [-0.213197, 1.468084, 1.006542], [0.732646, 1.359160, 4.175372], [0.893955, 0.026278, 4.564061], [2.045171, -0.385386, 5.255254], [3.010301, 0.563519, 5.607149], [2.838384, 1.915466, 5.269181], [1.686338, 2.311023, 4.558205], [-1.813448, 1.703029, 4.088832], [-1.932605, 1.194003, 5.388748], [-3.187355, 1.198307, 6.020600], [-4.307152, 1.737931, 5.372462], [-4.160196, 2.288389, 4.087406], [-2.918665, 2.259150, 3.448301], [-0.121494, 3.889908, 3.116752], [0.106906, -0.701917, 4.331414], [2.177457, -1.447468, 5.525141], [3.914205, 0.264758, 6.150125], [3.558485, 2.685997, 5.560297], [1.547678, 3.355935, 4.279155], [-1.068085, 0.787619, 5.923274], [-3.294845, 0.772890, 7.019201], [-5.283677, 1.760865, 5.852896], [-4.999332, 2.733805, 3.555004], [-2.785854, 2.677797, 2.444066]], "forces_ev_per_angstrom": [[2.009, 0.392, 0.975], [-1.718, -0.112, -1.209], [1.242, -0.358, 0.674], [-1.174, 0.434, 0.087], [0.043, 0.174, 0.068], [-0.253, -0.227, 0.007], [0.692, 0.032, 1.868], [-3.406, 1.389, 0.920], [2.546, -1.498, -0.871], [0.411, 0.284, 0.289], [0.029, 0.243, -0.440], [0.365, 0.056, 0.402], [0.530, -0.048, -0.030], [1.583, 0.777, -0.185], [1.669, -1.092, -2.461], [-0.575, 0.091, 0.341], [0.197, 0.400, -0.160], [-0.621, 0.286, 0.453], [0.155, 0.028, -0.040], [0.041, -0.182, 0.163], [-0.022, -0.074, -0.420], [0.093, -0.283, 0.150], [-0.313, 0.174, -0.208], [0.071, -0.360, 0.058], [-0.046, -0.219, 0.173], [0.120, 0.138, -0.314], [-0.598, 0.327, 0.036], [-0.028, -0.232, -0.324], [-0.466, -0.496, 0.948], [-0.106, -0.201, 0.018], [0.100, 0.121, -0.176], [-0.227, 0.119, -0.066], [-0.051, -0.236, 0.041], [-0.093, 0.223, 0.061], [0.218, -0.031, 0.222], [-0.243, -0.090, 0.006], [0.188, 0.009, 0.233], [0.315, 0.378, -0.225], [0.038, -0.023, 0.284], [0.000, -0.164, -0.117], [-0.273, 0.092, 0.008], [-0.417, 0.145, 0.077], [0.160, 0.276, -0.547], [0.143, 0.228, 0.345], [-0.035, -0.145, -0.071], [0.086, 0.007, 0.318], [0.102, 0.204, -0.237], [0.541, -0.013, 0.247], [-0.377, 0.317, -0.115], [0.226, -0.319, -0.496], [-0.359, 0.457, 0.136], [-0.029, -0.313, -0.410], [-0.239, 0.319, 0.124], [-0.054, 0.172, -0.304], [-0.061, -0.079, 0.055], [-0.084, 0.156, 0.363], [-0.182, -0.006, -0.026], [-0.231, 0.050, 0.010], [-0.147, 0.005, 0.096], [-0.670, -0.012, 1.017], [-0.631, 0.827, -0.883], [0.357, -0.139, 1.739], [0.083, -1.045, -0.799], [-2.181, -0.501, 0.404], [1.120, 0.214, -1.526], [-0.093, -0.613, -0.306], [-0.268, 0.446, 1.728], [0.574, 1.857, -0.772], [0.229, -0.794, 0.537], [0.387, 0.260, 0.552], [0.531, 0.607, -1.450], [0.108, -1.566, -0.466], [0.082, -0.244, 0.088], [0.407, -0.349, 0.117], [-0.250, 0.143, -0.072], [0.258, 0.319, -0.048], [-0.818, -0.123, -0.194], [0.325, -0.458, -0.015], [-0.252, 0.243, 0.775], [-0.423, -0.025, -0.048], [-0.111, 0.104, -0.383], [0.490, 0.189, -0.403], [0.248, -0.234, -0.015], [-0.376, -0.144, 0.213], [-0.299, -1.153, -0.559], [0.367, 0.322, 0.064], [-0.093, 0.705, -0.091], [-0.428, 0.063, -0.219], [-0.182, -0.453, -0.074], [0.202, -0.300, 0.157], [-0.384, 0.220, -0.262], [0.082, 0.176, -0.266], [0.276, -0.058, -0.034], [0.074, -0.126, 0.287], [-0.221, -0.060, 0.404]], "de_lowest_ev": 0.000, "mol_weight_g_mol": 805.8, "multiplicity": 3, "gap_ha": [0.2720, 0.1700], "total_energy_ev": -93082.139, "lumo_ev": [-5.832, -8.606], "charge": 2}